--- i ---
Entry from OMol25: a cluster of 2 separate species, C3H9N2OP in total (the ωB97M-V functional and the def2-TZVPD basis).

Each line ends with the natural charge from an NBO analysis.
Cartesian coordinates (Å):
C -2.81 0.75 0.69  -0.16
C -1.74 0.09 0.93  -0.20
C -2.02 0.41 -0.56  -0.46
H -3.68 1.36 0.97  0.23
H -0.77 -0.13 1.43  0.23
H -2.22 -0.37 -1.28  0.20
H -1.53 1.26 -1.04  0.15
N 1.41 -1.39 0.45  -1.23
P 1.64 0.24 0.56  1.36
N 3.12 0.09 -0.34  -1.18
O 0.78 0.89 -0.66  -1.01
H 0.97 -2.08 1.03  0.41
H 1.96 -1.87 -0.35  0.39
H 3.65 -0.70 -0.02  0.37
H 3.81 0.83 -0.52  0.39
H -0.09 1.20 -0.42  0.50

Results
Gap between HOMO and LUMO = 9.6 eV
Net charge = 0
Highest occupied orbital energy = -0.312 hartree
Structure (SMILES) = C1=CC1.NP(N)O

--- ii ---
Entry from OMol25: a cluster of 2 separate species, C3H9N2OP in total (the ωB97M-V functional and the def2-TZVPD basis).

Each line ends with the natural charge from an NBO analysis.
Cartesian coordinates (Å):
C -1.49 -0.03 -0.81  -0.33
C -0.65 -0.78 -0.09  -0.36
C -0.84 -1.92 0.80  -0.66
N 0.26 2.35 0.49  -1.13
N 1.58 0.25 -1.48  -1.17
O 1.89 -0.84 0.96  -1.04
P 1.03 -0.08 0.07  2.04
H -1.29 0.98 -1.21  0.24
H -2.50 -0.31 -0.92  0.20
H -0.83 -1.43 1.79  0.24
H -1.86 -2.13 0.72  0.22
H -0.11 -2.80 0.90  0.26
H 0.00 2.34 1.48  0.34
H 1.19 2.77 0.42  0.33
H 0.99 1.11 -1.54  0.41
H 2.61 0.53 -1.57  0.42

Results
Gap between HOMO and LUMO (alpha / beta) = 8.7 / 8.7 eV
Net charge = 0
Highest occupied orbital energy (alpha / beta) = -0.323 / -0.323 hartree

It turns out ii is the most stable, with the second structure 0.0084 hartree higher.

--- i ---
Entry from OMol25: a structure of composition CHN2O4 (the ωB97M-V functional and the def2-TZVPD basis).

Each line ends with the natural charge from an NBO analysis.
Cartesian coordinates (Å):
C -2.02 -1.77 -2.45  1.04
N -0.11 0.76 -0.13  -0.58
N -0.45 -0.31 -0.67  0.58
O -2.81 -2.37 -1.86  -0.61
O -1.55 -0.32 -1.35  -0.54
O -1.38 -1.55 -3.40  -0.62
O 0.22 -1.33 -0.57  -0.56
H 0.87 0.52 0.08  0.31

Results
Gap between HOMO and LUMO = 9.1 eV
Net charge = -1
Highest occupied orbital energy = -0.180 hartree

--- ii ---
Entry from OMol25: a structure of composition CHN2O4 (the ωB97M-V functional and the def2-TZVPD basis).

Each line ends with the natural charge from an NBO analysis.
Cartesian coordinates (Å):
C 0.69 -0.49 1.64  1.04
N -0.28 1.16 -0.83  -0.62
N -0.38 -0.09 -0.95  0.58
O 1.85 -0.55 1.52  -0.61
O -0.28 -0.26 2.21  -0.60
O 0.14 -0.92 -0.15  -0.53
O -1.05 -0.54 -1.90  -0.59
H -0.71 1.70 -1.53  0.33

Results
Gap between HOMO and LUMO = 8.9 eV
Net charge = -1
Highest occupied orbital energy = -0.175 hartree

It turns out i is the most stable, with the second structure 0.0052 hartree higher.

--- i ---
Entry from OMol25: a cluster of 2 separate species, C5H14N2O in total (the ωB97M-V functional and the def2-TZVPD basis).

Each line ends with the natural charge from an NBO analysis.
Cartesian coordinates (Å):
C -0.06 1.78 0.22  -0.14
O -0.46 0.44 0.01  -0.35
C -0.75 2.77 -0.80  -0.39
C -0.42 2.69 -2.29  -0.63
H 1.08 1.99 0.15  0.22
H -0.40 2.12 1.28  0.19
H -0.58 3.80 -0.43  0.24
H -1.81 2.58 -0.63  0.22
H -1.08 3.40 -2.89  0.24
H -0.63 1.70 -2.77  0.22
H 0.57 3.04 -2.47  0.22
C 0.15 -2.14 -1.11  -0.43
N 0.77 -1.87 2.56  -0.74
C 0.46 -1.49 1.28  0.40
N 0.35 -2.36 0.34  -0.48
H 1.08 -2.42 -1.65  0.23
H -0.01 -1.07 -1.27  0.26
H -0.67 -2.83 -1.44  0.23
H 0.89 -2.84 2.83  0.41
H 0.52 -1.23 3.27  0.42
H 0.16 -0.44 1.12  0.26
H 0.40 -3.34 0.61  0.41

Results
2S+1 = 2
Gap between HOMO and LUMO (alpha / beta) = 11.4 / 8.2 eV
Net charge = +1
Highest occupied orbital energy (alpha / beta) = -0.537 / -0.523 hartree

--- ii ---
Entry from OMol25: the ion C5H14N2O with charge +1 (the ωB97M-V functional and the def2-TZVPD basis).

Each line ends with the natural charge from an NBO analysis.
Cartesian coordinates (Å):
N 1.42 -0.52 -1.59  -0.82
C 0.24 -0.18 -0.73  -0.09
C -0.10 -1.48 0.00  0.09
C -1.35 -2.24 -0.61  -0.64
O 1.09 -2.21 0.14  -0.71
C 0.65 1.01 0.22  -0.31
N -0.63 1.41 0.84  -0.12
C -0.44 2.66 1.66  -0.48
H 2.22 -0.43 -1.10  0.36
H 1.55 0.15 -2.44  0.38
H -0.53 0.23 -1.39  0.20
H -0.46 -1.35 1.09  0.18
H -1.36 -3.33 -0.39  0.25
H -2.19 -1.80 -0.03  0.21
H -1.33 -2.14 -1.70  0.22
H 1.42 -2.44 -0.73  0.49
H 1.19 0.72 1.09  0.26
H 1.37 1.69 -0.20  0.28
H -1.42 1.54 0.20  0.42
H 0.65 2.94 1.78  0.26
H -1.09 3.52 1.22  0.28
H -0.88 2.25 2.67  0.29

Results
2S+1 = 2
Gap between HOMO and LUMO (alpha / beta) = 10.3 / 5.2 eV
Net charge = +1
Highest occupied orbital energy (alpha / beta) = -0.501 / -0.499 hartree

It turns out i is the most stable, with the second structure 0.0540 hartree higher.

--- i ---
Entry from OMol25: the molecule H2N2O2S (the ωB97M-V functional and the def2-TZVPD basis).

Each line ends with the natural charge from an NBO analysis.
Cartesian coordinates (Å):
N -1.38 -0.01 -0.16  -0.61
N -0.11 -0.72 -0.19  -0.61
S 1.28 -0.07 -0.02  2.17
O 2.35 -0.94 -0.37  -0.82
O 1.32 1.38 -0.05  -0.85
H -1.47 0.89 0.28  0.36
H -2.00 -0.52 0.52  0.36

Results
Gap between HOMO and LUMO = 8.8 eV
Net charge = 0
Highest occupied orbital energy = -0.370 hartree
Structure (SMILES) = NN=S(=O)=O

--- ii ---
Entry from OMol25: a cluster of 2 separate species, H2N2O2S in total (the ωB97M-V functional and the def2-TZVPD basis).

Each line ends with the natural charge from an NBO analysis.
Cartesian coordinates (Å):
N -0.64 -0.20 -1.20  -0.29
N -0.20 -1.15 -1.66  0.04
O -0.90 2.14 -0.58  -0.93
O 0.70 -0.38 1.22  -0.95
S -1.37 0.81 -0.29  1.18
H 1.29 -0.30 1.95  0.48
H 1.12 -0.90 0.56  0.47

Results
Gap between HOMO and LUMO = 7.6 eV
Net charge = 0
Highest occupied orbital energy = -0.308 hartree

It turns out ii is the most stable, with the second structure 0.0135 hartree higher.

--- i ---
Entry from OMol25: a cluster of 2 separate species, H2N2O2S in total (the ωB97M-V functional and the def2-TZVPD basis).

Each line ends with the natural charge from an NBO analysis.
Cartesian coordinates (Å):
N -0.74 0.55 -0.28  -0.27
N 0.42 0.75 -0.18  -0.28
O 1.72 1.07 2.11  -0.88
O 3.33 1.96 0.52  -0.85
S 2.02 2.12 1.14  1.65
H -1.24 -0.30 -0.38  0.33
H 1.08 -0.02 0.24  0.30

Results
Gap between HOMO and LUMO = 8.9 eV
Net charge = 0
Highest occupied orbital energy = -0.349 hartree

--- ii ---
Entry from OMol25: the molecule H2N2O2S (the ωB97M-V functional and the def2-TZVPD basis).

Each line ends with the natural charge from an NBO analysis.
Cartesian coordinates (Å):
O -1.64 1.22 0.26  -0.84
S -0.82 0.02 0.04  2.29
O -1.45 -1.22 -0.03  -0.86
N 0.63 -0.01 -0.68  -0.78
N 0.90 0.18 0.83  -0.57
H 1.16 0.55 -1.41  0.42
H 1.22 -0.73 0.98  0.34

Results
Gap between HOMO and LUMO = 10.9 eV
Net charge = 0
Highest occupied orbital energy = -0.395 hartree
Structure (SMILES) = O=S1(=O)NN1

--- iii ---
Entry from OMol25: the molecule H2N2O2S (the ωB97M-V functional and the def2-TZVPD basis).

Each line ends with the natural charge from an NBO analysis.
Cartesian coordinates (Å):
N 1.38 0.08 -0.20  -0.45
O 0.22 0.67 -0.51  -0.28
N -1.21 0.17 0.06  0.17
O -1.84 1.13 0.35  -0.27
S -1.59 -1.36 0.00  0.13
H 1.38 -0.91 -0.46  0.35
H 1.66 0.21 0.77  0.34

Results
Gap between HOMO and LUMO (alpha / beta) = 8.8 / 8.8 eV
Net charge = 0
Highest occupied orbital energy (alpha / beta) = -0.358 / -0.358 hartree
Structure (SMILES) = NO[N+]([O-])=S

It turns out i is the most stable, with the second structure 0.0447 hartree higher.

--- i ---
Entry from OMol25: a cluster of 2 separate species, C3H10N2OS in total (the ωB97M-V functional and the def2-TZVPD basis).

Each line ends with the natural charge from an NBO analysis.
Cartesian coordinates (Å):
C -0.97 -0.81 -0.07  -0.69
C -0.67 0.45 -0.82  0.37
C -0.61 0.32 -2.32  -0.68
N -0.53 1.52 -0.17  -0.68
H -2.05 -0.91 0.03  0.24
H -0.54 -0.78 0.93  0.26
H -0.59 -1.68 -0.60  0.21
H -1.47 -0.24 -2.68  0.23
H -0.58 1.29 -2.80  0.22
H 0.29 -0.24 -2.59  0.23
H -0.35 2.36 -0.73  0.35
N 1.57 -1.16 2.07  -1.01
S 2.00 0.48 1.83  0.61
O 0.63 1.25 2.25  -0.90
H 1.87 -1.73 1.30  0.37
H 1.95 -1.53 2.93  0.37
H 0.07 1.42 1.44  0.51

Results
Gap between HOMO and LUMO = 8.9 eV
Net charge = 0
Highest occupied orbital energy = -0.298 hartree
Structure (SMILES) = CC(C)=N.NSO

--- ii ---
Entry from OMol25: the molecule C3H10N2OS (the ωB97M-V functional and the def2-TZVPD basis).

Each line ends with the natural charge from an NBO analysis.
Cartesian coordinates (Å):
C 2.64 0.31 -0.60  -0.46
N 1.42 0.84 -0.03  -0.82
S -0.15 -0.09 -0.60  1.95
C -1.00 1.06 -1.76  -0.82
O 0.01 -1.39 -1.07  -0.92
N -1.35 0.10 0.62  -0.83
C -1.35 -0.99 1.63  -0.44
H 2.26 -0.56 -1.20  0.20
H 3.35 0.03 0.17  0.19
H 3.25 0.94 -1.44  0.15
H -0.41 1.15 -2.75  0.25
H -1.95 0.78 -1.98  0.23
H -0.84 2.03 -1.17  0.26
H -1.01 0.91 1.21  0.40
H -0.26 -1.35 1.65  0.22
H -1.83 -0.52 2.48  0.22
H -2.09 -1.80 1.19  0.21

Results
Gap between HOMO and LUMO = 8.4 eV
Net charge = 0
Highest occupied orbital energy = -0.286 hartree
Structure (SMILES) = CN=[S@@](C)(=O)NC

--- iii ---
Entry from OMol25: a cluster of 2 separate species, C3H10N2OS in total (the ωB97M-V functional and the def2-TZVPD basis).

Each line ends with the natural charge from an NBO analysis.
Cartesian coordinates (Å):
C -2.43 1.68 -0.14  -0.67
C -0.98 1.26 -0.24  0.12
N -0.46 1.23 -1.42  -0.42
C 0.93 1.01 -1.64  -0.43
H -2.67 2.31 0.69  0.22
H -3.19 0.81 -0.12  0.22
H -2.67 2.15 -1.11  0.23
H -0.58 0.95 0.65  0.15
H 1.25 1.87 -2.33  0.20
H 1.51 0.98 -0.83  0.17
H 1.19 0.10 -2.20  0.20
N 1.39 -2.37 0.41  -0.99
S 0.65 -1.93 1.85  0.62
O 1.26 -2.91 3.02  -0.87
H 2.10 -1.88 0.09  0.37
H 0.64 -2.72 -0.15  0.39
H 2.07 -2.55 3.50  0.49

Results
Gap between HOMO and LUMO = 9.5 eV
Net charge = 0
Highest occupied orbital energy = -0.324 hartree
Structure (SMILES) = C/C=N/C.NSO

It turns out i is the most stable, with the second structure 0.0647 hartree higher.

--- i ---
Entry from OMol25: the molecule C2H2ClNO (the ωB97M-V functional and the def2-TZVPD basis).

Each line ends with the natural charge from an NBO analysis.
Cartesian coordinates (Å):
O 1.11 -0.20 -1.77  -0.51
C 0.47 -0.11 -0.78  0.70
N -0.53 -0.80 -0.09  -0.65
C -0.06 0.43 0.48  -0.14
Cl -0.92 1.99 0.70  -0.02
H -1.02 -1.63 0.28  0.43
H 0.95 0.33 1.19  0.20

Results
Gap between HOMO and LUMO = 10.9 eV
Net charge = 0
Highest occupied orbital energy = -0.375 hartree
Structure (SMILES) = O=C1N[C@@H]1Cl

--- ii ---
Entry from OMol25: the molecule C2H2ClNO (the ωB97M-V functional and the def2-TZVPD basis).

Each line ends with the natural charge from an NBO analysis.
Cartesian coordinates (Å):
N -2.03 -1.09 -0.07  -0.23
C -1.06 -0.51 0.03  0.21
C 0.10 0.26 0.29  0.01
O 1.06 0.01 -0.85  -0.68
Cl -0.17 2.07 0.18  -0.01
H 0.69 0.10 1.14  0.23
H 1.40 -0.84 -0.71  0.47

Results
Gap between HOMO and LUMO = 12.0 eV
Net charge = 0
Highest occupied orbital energy = -0.434 hartree
Structure (SMILES) = N#C[C@@H](O)Cl

It turns out ii is the most stable, with the second structure 0.0369 hartree higher.